[1]
34
Properties=species:S:1:pos:R:3:nbo_charge:R:1 method="wB97M-V/def2-TZVPD" lumo_energy_ev="0.10 / 0.10" e_homo_ha="-0.3103 / -0.3103"
C 1.883 1.750 -1.790 0.212
C 1.927 3.273 -1.518 -0.648
C 2.644 1.161 -2.921 -0.682
C 0.716 1.677 2.032 -0.633
C -2.529 -1.943 1.625 -0.611
C -2.576 -1.671 -0.819 -0.607
C -0.572 -2.855 0.233 -0.628
C 0.010 0.275 2.088 -0.272
C -1.639 -1.773 0.426 -0.272
N 1.090 1.151 -1.012 -0.202
O -1.712 1.041 0.133 -1.035
O 0.796 -0.743 2.560 -0.710
O 0.921 -0.171 -0.969 -0.604
P -0.834 -0.006 0.514 2.041
H 1.643 4.048 -2.398 0.200
H 2.860 3.696 -1.204 0.213
H 1.101 3.280 -0.825 0.240
H 3.681 1.204 -2.772 0.219
H 2.449 0.140 -2.997 0.230
H 2.522 1.779 -3.769 0.223
H 1.627 1.525 1.424 0.233
H 0.121 2.183 1.346 0.234
H 0.906 2.162 3.042 0.224
H -3.278 -1.308 1.410 0.209
H -3.004 -3.004 1.558 0.214
H -2.082 -1.737 2.507 0.212
H -1.944 -1.329 -1.573 0.221
H -3.387 -1.060 -0.548 0.219
H -2.813 -2.659 -1.039 0.206
H 0.222 -2.333 -0.289 0.237
H -0.240 -3.222 1.210 0.211
H -0.965 -3.602 -0.291 0.208
H -0.787 0.356 2.756 0.209
H 1.242 -1.284 1.870 0.490


[2]
32
Properties=species:S:1:pos:R:3:nbo_charge:R:1 method="wB97M-V/def2-TZVPD" lumo_energy_ev=-3.88 charge=+1 smiles="C=P(=[NH+]C)[C@H]1CC[C@H](C)P1CC" e_homo_ha=-0.4575
C -0.282 -1.613 -3.043 -0.915
P -0.339 -1.561 -1.392 1.626
N -0.395 -2.950 -0.479 -0.917
C -0.584 -4.308 -0.914 -0.413
C -0.697 0.026 -0.565 -0.795
C -1.655 -0.169 0.733 -0.386
C -1.243 0.742 1.874 -0.441
C 0.270 0.718 1.915 -0.424
C 0.879 1.640 2.993 -0.629
P 1.030 0.721 0.093 0.762
C 1.069 2.546 -0.289 -0.709
C 1.559 2.707 -1.766 -0.604
H -0.132 -2.487 -3.587 0.258
H -0.303 -0.693 -3.715 0.298
H -0.025 -2.763 0.466 0.434
H -1.511 -4.540 -0.323 0.231
H -0.512 -4.363 -2.005 0.232
H 0.132 -4.931 -0.417 0.228
H -1.044 0.721 -1.226 0.269
H -1.667 -1.218 0.963 0.208
H -2.625 0.206 0.335 0.240
H -1.613 1.765 1.653 0.215
H -1.592 0.535 2.894 0.247
H 0.668 -0.336 2.104 0.198
H 1.908 1.583 3.071 0.224
H 0.521 1.241 3.919 0.227
H 0.816 2.706 2.778 0.223
H 0.212 3.046 -0.024 0.223
H 1.934 2.974 0.288 0.251
H 0.825 2.835 -2.548 0.216
H 2.229 3.487 -1.730 0.224
H 2.167 1.736 -2.055 0.201


[3]
32
Properties=species:S:1:pos:R:3:nbo_charge:R:1 method="wB97M-V/def2-TZVPD" lumo_energy_ev=0.76 smiles=CC(C)(C)[C@H]1SCC(C)(C)N1P e_homo_ha=-0.3078
C -2.069 -1.824 -0.231 -0.618
C -1.904 -0.251 -0.180 -0.031
C -3.114 0.387 -1.046 -0.600
C -2.197 0.292 1.230 -0.627
C -0.580 0.215 -0.708 -0.150
S -0.264 1.984 -0.598 0.190
C 1.054 1.807 0.615 -0.523
C 1.842 0.503 0.126 0.166
C 2.817 0.020 1.326 -0.616
C 2.675 0.754 -1.044 -0.668
N 0.777 -0.448 -0.058 -0.777
P 1.098 -1.968 -0.861 0.518
H -1.166 -2.032 0.266 0.211
H -2.165 -2.185 -1.240 0.219
H -2.821 -2.057 0.449 0.214
H -3.963 0.046 -0.547 0.204
H -3.152 1.459 -1.089 0.213
H -3.078 0.008 -2.025 0.197
H -3.224 0.057 1.456 0.204
H -1.916 1.317 1.310 0.222
H -1.608 -0.299 1.891 0.203
H -0.628 -0.088 -1.728 0.200
H 0.585 1.802 1.590 0.222
H 1.671 2.638 0.635 0.221
H 3.508 -0.718 0.964 0.206
H 2.208 -0.413 2.198 0.228
H 3.395 0.962 1.487 0.207
H 3.373 1.472 -0.703 0.213
H 2.066 1.145 -1.809 0.230
H 3.357 -0.072 -1.298 0.221
H 0.889 -2.771 0.302 -0.047
H 2.534 -1.742 -0.681 -0.050


[4]
40
Properties=species:S:1:pos:R:3:nbo_charge:R:1 method="wB97M-V/def2-TZVPD" lumo_energy_ev=2.30 charge=-1 e_homo_ha=-0.1554
C 0.019 0.115 2.585 -0.647
C 1.186 -0.111 1.436 -0.054
O 0.475 -0.308 0.245 -0.852
P 1.244 -0.265 -1.297 1.103
S 3.279 -0.542 -0.531 -0.477
N 1.027 -2.050 -1.621 -0.817
C 1.045 -2.763 -0.572 0.840
O 1.331 -3.496 0.416 -0.623
B 1.663 1.636 -1.222 0.827
C 2.765 2.239 -2.304 -1.077
O 1.130 2.581 -0.279 -0.950
C -0.403 0.015 -2.266 -0.515
C -1.457 -1.237 -2.146 -0.621
C -1.253 1.320 -1.999 -0.412
C -1.937 1.491 -0.548 -0.624
H -0.952 -0.402 2.262 0.213
H 0.434 -0.248 3.585 0.190
H -0.218 1.249 2.571 0.198
H 1.848 0.797 1.590 0.189
H 1.706 -1.072 1.830 0.165
H 1.908 -0.234 -2.594 -0.145
H 3.362 -1.566 0.384 0.138
H 2.645 1.740 -3.342 0.242
H 3.843 2.094 -1.914 0.252
H 2.584 3.362 -2.439 0.184
H 1.557 3.447 -0.478 0.459
H -0.146 0.016 -3.399 0.211
H -2.545 -0.900 -2.384 0.175
H -1.512 -1.662 -1.081 0.213
H -1.242 -2.051 -2.939 0.212
H -0.849 2.317 -2.434 0.199
H -2.197 1.180 -2.678 0.182
H -2.785 2.282 -0.540 0.187
H -1.206 1.670 0.305 0.232
H -2.479 0.497 -0.293 0.201
C -2.671 -2.282 4.814 -0.281
Cl -2.374 -0.554 5.043 0.027
Cl -3.593 -2.943 6.174 -0.003
Cl -3.520 -2.570 3.289 0.025
H -1.710 -2.792 4.772 0.234


[5]
43
Properties=species:S:1:pos:R:3:lowdin_charge:R:1 method="wB97M-V/def2-TZVPD" lumo_energy_ev=1.52 charge=-1 e_homo_ha=-0.1784
Ba 1.030 -0.625 -0.195 2.075
O 3.665 1.846 2.193 -0.009
C 3.846 0.442 2.237 -0.800
O 4.850 0.065 2.840 0.007
O 2.954 -0.218 1.659 -0.197
H 4.497 2.136 2.578 0.083
O 0.876 -2.622 1.614 -0.179
C 2.004 -3.479 1.448 -0.837
O 2.474 -3.452 0.298 -0.060
O 2.470 -3.991 2.475 -0.023
H 0.676 -2.620 2.556 0.084
O -1.246 -3.673 -3.275 0.022
C -0.006 -3.269 -2.773 -0.807
O 0.965 -3.866 -3.163 0.049
O -0.093 -2.295 -1.933 -0.307
H -1.913 -3.197 -2.768 0.074
C 0.551 1.818 2.719 -0.071
C 0.561 2.691 1.482 -0.278
O 1.343 2.130 0.400 -0.223
H 1.553 1.588 3.066 0.062
H 0.084 0.857 2.493 0.051
H -0.019 2.327 3.498 0.083
H 0.913 3.704 1.687 0.117
H -0.471 2.789 1.119 0.095
H 1.971 2.804 0.130 0.090
C -1.365 0.294 -3.818 -0.076
C -0.325 1.326 -3.442 -0.292
O -0.163 1.331 -2.015 -0.202
H -1.499 0.319 -4.906 0.082
H -2.349 0.529 -3.408 0.076
H -1.045 -0.707 -3.528 0.057
H -0.616 2.310 -3.819 0.112
H 0.619 1.049 -3.923 0.117
H 0.210 2.179 -1.756 0.063
C -3.859 -0.079 0.985 -0.083
C -2.453 0.226 0.546 -0.303
O -1.490 -0.627 1.187 -0.200
H -4.008 0.177 2.042 0.082
H -4.169 -1.106 0.809 0.085
H -4.569 0.578 0.472 0.080
H -2.188 1.265 0.754 0.102
H -2.370 0.058 -0.531 0.107
H -1.898 -1.014 1.966 0.091


[6]
37
Properties=species:S:1:pos:R:3:nbo_charge:R:1 method="wB97M-V/def2-TZVPD" lumo_energy_ev="5.13 / 5.13" charge=-2 multiplicity=3 e_homo_ha="-0.0224 / -0.0354"
V 16.656 -3.441 -37.092 1.724
C 18.858 -6.464 -36.298 -0.632
C 17.358 -6.372 -35.882 -0.005
O 16.900 -5.095 -35.833 -0.857
H 19.450 -5.702 -35.794 0.202
H 18.939 -6.422 -37.380 0.211
H 19.217 -7.436 -35.921 0.146
H 17.248 -6.975 -34.966 0.088
H 16.822 -6.929 -36.670 0.118
C 21.000 -3.639 -37.405 -0.634
C 19.834 -2.720 -37.836 0.002
O 18.632 -3.351 -37.839 -0.864
H 20.824 -4.641 -37.802 0.203
H 21.129 -3.708 -36.325 0.183
H 21.901 -3.226 -37.879 0.159
H 20.034 -2.288 -38.831 0.099
H 19.896 -1.865 -37.131 0.100
C 18.522 -0.343 -35.142 -0.631
C 17.403 -1.258 -34.638 -0.006
O 16.689 -1.947 -35.572 -0.878
H 19.274 -0.239 -34.345 0.161
H 18.192 0.686 -35.318 0.169
H 19.011 -0.729 -36.039 0.219
H 16.730 -0.557 -34.104 0.090
H 17.815 -1.961 -33.896 0.106
F 15.864 -1.909 -38.309 -0.775
F 16.054 -4.658 -38.687 -0.772
C 12.364 -4.566 -36.134 -0.722
C 13.321 -3.448 -36.477 0.618
O 14.478 -3.696 -36.588 -0.466
C 12.776 -2.051 -36.728 -0.724
H 11.361 -4.261 -35.821 0.186
H 12.738 -5.026 -35.209 0.237
H 12.343 -5.362 -36.875 0.242
H 13.488 -1.405 -36.216 0.270
H 11.746 -1.967 -36.386 0.177
H 12.765 -1.934 -37.812 0.255


[7]
42
Properties=species:S:1:pos:R:3:nbo_charge:R:1 method="wB97M-V/def2-TZVPD" lumo_energy_ev="-10.10 / -10.67" charge=+2 e_homo_ha="-0.5826 / -0.5695"
C 2.343 0.171 -0.632 -0.930
I -0.807 -2.062 -1.766 -0.216
H 2.577 -0.252 -1.624 0.269
H 3.202 -0.029 0.021 0.243
H 2.295 1.271 -0.779 0.261
Sc 0.276 -0.244 0.006 1.260
P 1.709 -2.460 0.885 0.950
C 1.636 -2.610 2.704 -0.944
C 1.136 -4.142 0.414 -0.920
H 1.900 -4.887 0.674 0.264
H 3.789 -3.715 0.999 0.272
H 0.948 -4.148 -0.667 0.263
H 3.733 -2.681 -0.456 0.262
H 0.602 -2.447 3.039 0.255
H 0.201 -4.357 0.940 0.261
C 3.511 -2.722 0.618 -0.933
H 1.959 -3.629 2.967 0.281
H 4.098 -1.950 1.129 0.253
H 2.294 -1.867 3.175 0.256
P -0.970 2.432 -1.832 1.943
C -1.740 3.779 -0.964 -1.009
C 0.364 2.980 -2.883 -1.010
H -1.794 0.644 -3.197 0.276
H -2.547 2.195 -3.666 0.288
H -3.081 1.350 -2.195 0.272
C -2.211 1.585 -2.817 -1.011
H 0.796 2.137 -3.441 0.277
H -0.050 3.719 -3.583 0.285
H -1.962 4.576 -1.683 0.282
H -1.058 4.147 -0.187 0.280
H 1.160 3.438 -2.276 0.275
H -2.665 3.445 -0.483 0.277
C 0.569 0.425 2.298 0.474
O 1.107 0.699 3.289 -0.326
F -4.631 1.150 2.478 -0.256
C -3.982 0.468 1.519 0.867
F -4.422 -0.798 1.489 -0.263
F -4.192 1.066 0.317 -0.299
S -2.049 0.485 1.867 1.635
O -1.744 1.886 2.148 -0.757
O -1.912 -0.518 2.925 -0.741
O -0.388 1.470 -0.774 -1.167


[8]
37
Properties=species:S:1:pos:R:3:nbo_charge:R:1 method="wB97M-V/def2-TZVPD" lumo_energy_ev=-3.93 charge=+1 e_homo_ha=-0.3946
S 0.345 0.564 -0.799 0.018
C 0.975 -0.919 -0.350 0.245
N 1.430 -1.830 0.460 -0.429
C 0.300 -2.705 0.925 -0.085
C -0.281 -3.573 -0.298 -0.437
C -1.838 -3.088 -0.231 -0.250
N -1.972 -1.811 0.594 -0.535
C -0.838 -1.800 1.610 -0.269
H 0.684 -3.364 1.767 0.253
H 0.252 -3.384 -1.301 0.258
H -0.210 -4.720 -0.217 0.268
H -2.332 -3.859 0.471 0.229
H -2.367 -2.993 -1.242 0.260
H -1.927 -1.004 -0.065 0.452
H -2.895 -1.851 1.063 0.479
H -0.602 -0.718 1.886 0.265
H -1.159 -2.237 2.629 0.262
C 5.664 1.552 -2.814 -0.830
S 4.255 0.758 -3.616 1.237
O 4.504 0.781 -5.087 -0.966
C 3.069 2.070 -3.248 -0.835
H 6.541 0.920 -2.952 0.247
H 5.847 2.529 -3.265 0.236
H 5.461 1.663 -1.747 0.224
H 3.415 3.015 -3.671 0.238
H 2.953 2.163 -2.166 0.216
H 2.110 1.804 -3.693 0.236
C -2.322 2.392 1.467 -0.826
S -2.700 1.311 2.862 1.234
O -3.485 0.150 2.326 -1.032
C -3.865 2.433 3.661 -0.820
H -1.634 1.860 0.815 0.224
H -3.235 2.629 0.917 0.242
H -1.852 3.308 1.828 0.248
H -4.683 2.668 2.978 0.243
H -3.346 3.346 3.955 0.244
H -4.263 1.941 4.549 0.254


[9]
34
Properties=species:S:1:pos:R:3:nbo_charge:R:1 method="wB97M-V/def2-TZVPD" lumo_energy_ev=-5.90 charge=+1 e_homo_ha=-0.4354
H -5.146 0.013 1.000 -0.064
P -4.193 0.955 0.587 1.044
N -3.464 -0.137 -0.276 -0.593
C -3.587 -1.537 -0.139 -0.442
C -2.455 0.450 -1.151 -0.242
C -1.280 1.067 -0.400 -0.459
C -0.197 0.130 0.220 0.474
N -0.495 -1.105 0.078 -0.542
C -0.008 -2.349 0.488 -0.435
N 0.910 0.705 0.785 -0.675
C 2.383 0.739 0.264 0.181
C 2.966 -0.765 0.282 -0.608
C 2.494 1.284 -1.205 -0.641
C 3.031 1.669 1.263 -0.628
H -3.819 -1.779 0.817 0.225
H -4.364 -1.849 -0.998 0.243
H -2.585 -2.035 -0.443 0.280
H -2.896 1.287 -1.674 0.228
H -2.123 -0.271 -1.766 0.245
H -1.554 1.848 0.373 0.218
H -0.665 1.553 -1.137 0.243
H -0.873 -2.919 0.645 0.194
H 0.360 -2.885 -0.382 0.215
H 0.746 -2.460 1.257 0.202
H 0.743 1.721 1.086 0.375
H 3.243 -1.128 1.248 0.218
H 2.292 -1.508 -0.120 0.212
H 3.724 -0.803 -0.358 0.209
H 2.823 0.601 -1.928 0.223
H 3.079 2.233 -1.343 0.230
H 1.470 1.576 -1.495 0.198
H 2.567 2.694 1.237 0.205
H 2.844 1.253 2.294 0.233
H 4.031 1.753 0.889 0.232


[10]
42
Properties=species:S:1:pos:R:3:nbo_charge:R:1 method="wB97M-V/def2-TZVPD" lumo_energy_ev=-8.23 charge=+2 e_homo_ha=-0.5342
C -2.790 -0.273 3.123 -0.591
C -2.005 0.887 2.492 -0.840
B -1.409 0.552 1.107 0.816
O -2.038 -0.313 0.294 -0.865
P 0.391 1.244 0.604 0.833
S 1.024 0.909 -1.599 -0.408
S 1.545 2.028 2.277 -0.269
C 1.254 -0.451 0.966 -0.374
O 0.849 -1.504 0.093 -0.577
C 1.864 -2.256 -0.443 0.247
O 1.430 -2.682 -1.766 -0.659
C 0.510 -3.802 -1.749 -0.163
C -0.938 -3.512 -2.226 -0.090
O -1.212 -4.478 -3.187 -0.687
C -0.072 3.040 0.038 -0.538
Br -1.823 2.867 -0.746 0.111
C 0.849 3.846 -0.856 -0.298
C 2.282 3.877 -0.366 -0.644
Br 0.198 5.689 -0.903 0.059
H -3.314 -0.866 2.383 0.213
H -3.518 0.106 3.832 0.236
H -2.123 -0.921 3.684 0.209
H -1.235 1.214 3.188 0.232
H -2.654 1.757 2.369 0.284
H -1.643 -0.360 -0.572 0.472
H 0.137 0.044 -2.099 -0.058
H 0.902 1.421 3.268 0.167
H 2.331 -0.312 0.952 0.222
H 0.958 -0.704 1.983 0.227
H 2.062 -3.166 0.120 0.188
H 2.781 -1.696 -0.601 0.203
H 0.913 -4.566 -2.410 0.248
H 0.434 -4.234 -0.759 0.260
H -1.612 -3.559 -1.375 0.249
H -1.141 -2.512 -2.673 0.021
H -2.124 -4.447 -3.483 0.512
H -0.195 3.569 0.976 0.265
H 0.774 3.522 -1.883 0.232
H 2.321 4.147 0.683 0.236
H 2.782 2.917 -0.508 0.199
H 2.835 4.637 -0.904 0.262
Ca 0.419 -1.659 -3.322 1.860


[11]
36
Properties=species:S:1:pos:R:3:nbo_charge:R:1 method="wB97M-V/def2-TZVPD" lumo_energy_ev=-4.31 charge=+1 e_homo_ha=-0.4148
B -2.050 1.545 1.879 1.109
C 3.234 -2.233 -0.345 -0.431
C -0.766 -1.252 -1.341 -0.275
C 2.071 -1.621 -0.247 -0.057
C -0.242 -1.586 0.106 -0.172
C -0.666 3.536 2.610 -0.609
C 0.855 1.987 -2.786 -0.672
C 0.627 -3.709 -0.303 -0.415
C -0.555 2.189 1.999 -0.723
C 0.005 0.981 -2.153 0.320
N 0.141 -0.297 -1.988 -0.401
N 0.907 -2.336 0.050 -0.458
O -2.977 1.515 2.882 -0.898
O -2.392 0.860 0.763 -0.910
H 4.182 -1.736 -0.522 0.223
H 3.252 -3.326 -0.274 0.199
H -0.818 -2.216 -1.733 0.236
H -1.774 -0.682 -1.335 0.237
H 2.057 -0.595 -0.274 0.193
H -0.140 2.085 1.080 0.192
H 0.048 -0.475 0.546 0.203
H -1.044 -2.174 0.645 0.234
H -1.087 3.573 3.616 0.232
H 0.377 3.881 2.773 0.213
H -1.307 4.089 1.941 0.204
H 1.113 2.698 -2.060 0.270
H 1.900 1.484 -3.031 0.233
H 0.432 2.257 -3.662 0.270
H 1.448 -4.250 -0.178 0.216
H -0.181 -4.195 0.352 0.217
H 0.324 -3.962 -1.290 0.181
H -0.029 1.431 2.788 0.227
H -0.709 1.463 -1.645 0.207
H 0.894 -0.792 -2.437 0.434
H -3.884 1.307 2.723 0.494
H -3.245 0.559 0.851 0.477


[12]
39
Properties=species:S:1:pos:R:3:nbo_charge:R:1 method="wB97M-V/def2-TZVPD" lumo_energy_ev="-12.53 / -14.04" charge=+3 multiplicity=5 e_homo_ha="-0.7045 / -0.7222"
I 0.071 -0.417 -3.495 0.031
I 0.008 2.504 -2.302 0.369
Os 0.031 -0.073 0.137 0.620
P -1.895 0.913 0.010 1.143
C -2.772 0.693 -1.585 -0.938
C -3.001 -0.135 1.070 -0.951
H -3.859 0.508 1.347 0.306
H -3.127 2.867 0.851 0.301
H -2.491 -0.498 1.978 0.275
H -1.422 2.909 1.425 0.286
H -2.458 -0.242 -2.053 0.271
H -3.391 -1.034 0.533 0.284
C -2.082 2.677 0.568 -0.921
H -3.854 0.697 -1.440 0.309
H -1.800 3.337 -0.273 0.259
H -2.488 1.488 -2.281 0.249
P 1.948 0.940 0.032 1.142
C 2.837 0.751 -1.586 -0.927
C 2.129 2.719 0.568 -0.914
H 2.620 -0.397 1.980 0.275
H 3.977 0.540 1.277 0.305
H 3.417 -0.967 0.510 0.280
C 3.092 -0.063 1.054 -0.958
H 1.471 2.950 1.433 0.284
H 3.189 2.874 0.843 0.299
H 3.924 0.701 -1.412 0.307
H 2.581 1.576 -2.272 0.250
H 1.852 3.372 -0.288 0.258
H 2.477 -0.178 -2.055 0.265
Cl 0.114 0.253 2.496 -0.124
N -0.014 -2.739 -0.646 -0.355
C -0.123 -4.090 -0.489 0.083
C -0.109 -4.331 0.882 -0.257
C -0.032 -3.064 1.491 0.050
N 0.026 -2.089 0.531 -0.435
H -0.092 -2.128 -1.470 0.419
H -0.367 -4.766 -1.303 0.287
H -0.248 -5.277 1.408 0.304
H -0.137 -2.780 2.527 0.268